{"formula": "C24H73N13O10", "method": "ωB97M-V with the def2-TZVPD basis set", "e_lumo_ev": [1.82, 1.78], "spin_multiplicity": 2, "gap_ev": [1.51, 8.54], "total_charge": -1, "max_force_ev_per_a": 6.926, "s_squared": 0.7507, "e_above_lowest_kj_mol": 224.1, "symbols": ["C", "O", "N", "N", "H", "H", "H", "H", "C", "O", "N", "N", "H", "H", "H", "H", "C", "O", "N", "N", "H", "H", "H", "H", "C", "O", "N", "N", "H", "H", "H", "H", "C", "C", "C", "O", "C", "N", "H", "H", "H", "H", "H", "H", "H", "H", "H", "H", "H", "C", "C", "C", "O", "C", "N", "H", "H", "H", "H", "H", "H", "H", "H", "H", "H", "H", "C", "C", "C", "O", "C", "N", "H", "H", "H", "H", "H", "H", "H", "H", "H", "H", "H", "C", "C", "C", "O", "C", "N", "H", "H", "H", "H", "H", "H", "H", "H", "H", "H", "H", "C", "C", "C", "O", "C", "N", "H", "H", "H", "H", "H", "H", "H", "H", "H", "H", "H", "O", "H", "H"], "coordinates": [[4.621, 0.693, -2.680], [3.531, 0.173, -2.932], [5.553, 0.774, -3.552], [4.885, 1.471, -1.649], [6.358, 1.346, -3.343], [5.448, 0.265, -4.419], [4.200, 1.418, -0.909], [5.724, 2.023, -1.540], [-6.817, -0.321, 0.619], [-6.857, 0.107, 1.734], [-6.332, -1.413, 0.159], [-7.554, 0.120, -0.342], [-6.764, -1.725, -0.699], [-5.797, -2.048, 0.734], [-8.120, 0.944, -0.199], [-7.318, -0.214, -1.266], [-4.667, 2.276, -0.233], [-5.496, 3.087, 0.140], [-4.017, 1.547, 0.554], [-4.503, 1.985, -1.477], [-4.129, 1.745, 1.538], [-3.227, 1.018, 0.213], [-3.858, 1.236, -1.686], [-4.890, 2.672, -2.108], [-2.243, 0.646, 4.008], [-2.493, 1.556, 3.335], [-2.049, 0.690, 5.313], [-2.118, -0.605, 3.552], [-2.012, 1.659, 5.594], [-1.511, -0.054, 5.733], [-1.955, -0.761, 2.567], [-1.771, -1.213, 4.280], [0.980, 3.051, -6.072], [2.013, 2.420, -5.066], [2.405, 3.663, -4.242], [2.978, 4.689, -5.043], [3.273, 5.893, -4.394], [1.274, 1.438, -4.246], [1.413, 3.794, -6.741], [0.136, 3.544, -5.588], [0.706, 2.202, -6.699], [2.899, 2.030, -5.566], [3.130, 3.337, -3.496], [1.540, 4.013, -3.680], [2.400, 6.487, -4.123], [3.836, 6.495, -5.107], [3.964, 5.688, -3.577], [0.430, 1.880, -3.911], [1.884, 1.216, -3.471], [-1.291, 3.764, -1.893], [-0.357, 4.939, -1.618], [0.994, 4.685, -0.942], [0.929, 3.952, 0.277], [2.243, 3.810, 0.794], [-0.214, 5.656, -2.850], [-1.710, 3.267, -1.018], [-0.719, 3.089, -2.531], [-2.107, 4.216, -2.457], [-0.979, 5.598, -1.013], [1.621, 5.573, -1.022], [1.442, 3.975, -1.636], [2.945, 3.509, 0.016], [2.325, 2.915, 1.410], [2.535, 4.766, 1.228], [-1.191, 5.745, -3.090], [-0.114, 6.611, -2.539], [1.547, 0.190, -0.374], [0.063, 0.505, -0.068], [-0.688, -0.804, 0.209], [-2.113, -0.561, 0.280], [-2.759, -1.708, 0.525], [0.101, 1.238, 1.204], [1.582, -0.535, -1.187], [2.197, -0.103, 0.450], [1.993, 1.097, -0.782], [-0.339, 1.134, -0.863], [-0.308, -1.343, 1.077], [-0.707, -1.447, -0.671], [-3.774, -1.523, 0.876], [-2.332, -2.439, 1.212], [-2.881, -2.245, -0.416], [0.609, 2.067, 0.930], [-0.785, 1.459, 1.636], [5.131, 0.939, 4.810], [4.914, -0.088, 3.639], [4.123, -1.284, 4.082], [3.939, -2.129, 2.932], [2.590, -2.654, 2.909], [4.141, 0.594, 2.600], [5.857, 1.707, 4.545], [5.578, 0.516, 5.710], [4.168, 1.410, 5.004], [5.860, -0.426, 3.217], [3.276, -0.841, 4.607], [4.532, -2.073, 4.713], [1.824, -1.878, 2.916], [2.380, -3.235, 3.808], [2.368, -3.329, 2.083], [3.824, -0.037, 1.877], [3.323, 0.900, 3.107], [-1.248, -5.299, 0.438], [-1.901, -6.696, 0.314], [-0.928, -7.840, 0.624], [-1.609, -9.028, 0.851], [-0.878, -10.097, 1.322], [-3.202, -6.896, 0.891], [-0.328, -5.110, -0.114], [-0.960, -5.128, 1.475], [-1.835, -4.403, 0.237], [-2.189, -6.770, -0.735], [-0.570, -7.464, 1.583], [-0.035, -7.886, 0.002], [-1.433, -11.033, 1.372], [-0.595, -9.735, 2.311], [0.124, -10.183, 0.901], [-3.012, -7.010, 1.876], [-3.339, -7.870, 0.660], [-3.900, -4.328, 2.705], [-3.331, -4.369, 3.474], [-3.503, -4.935, 2.080]], "forces_ev_per_angstrom": [[-3.62, 0.40, -0.26], [0.41, -0.60, 0.89], [3.94, -0.50, -3.78], [-0.77, 0.92, 3.34], [-0.01, -0.49, -0.61], [0.23, 0.30, 0.17], [0.37, 0.34, 0.18], [-0.36, -0.37, 0.14], [-1.52, 0.85, 2.51], [0.92, 0.80, 2.30], [3.89, -5.67, -0.82], [-3.69, 3.75, -4.08], [0.72, -0.74, 0.63], [-0.21, 0.03, -0.17], [0.39, -0.04, -0.28], [-0.54, 0.99, 0.03], [-3.48, 2.45, 0.78], [-1.05, 1.79, 0.20], [3.35, -2.97, 4.29], [0.53, -0.47, -4.82], [0.38, -0.36, 0.05], [0.02, -0.18, 0.71], [-0.21, 0.46, -0.80], [0.36, -0.63, -0.36], [0.97, -4.37, 0.59], [-1.48, 5.48, -3.62], [-0.04, 1.24, 2.60], [0.04, -1.45, -0.31], [0.33, -0.38, 0.80], [0.06, 0.56, 0.42], [0.01, -0.08, 0.43], [0.13, -0.96, -0.94], [1.17, -1.39, -0.78], [-2.18, 2.76, -0.08], [0.80, -0.50, 0.62], [-0.48, -0.53, -0.52], [0.63, -0.12, -0.44], [1.10, 0.50, -0.84], [0.29, -0.03, 0.19], [-0.04, -0.39, 0.27], [-0.77, 0.17, -0.12], [-0.24, -0.36, 0.00], [0.47, 0.07, 0.41], [-0.22, 0.20, -0.31], [-0.20, -0.28, 0.42], [0.02, 0.01, -0.14], [-0.20, 0.24, 0.57], [-0.07, 0.05, 0.13], [-0.14, -0.53, 0.38], [0.88, 0.07, -0.02], [-1.40, -0.02, 2.65], [-0.76, -1.91, -1.75], [0.13, 1.08, -0.19], [0.03, -0.42, -0.45], [0.05, 1.03, -0.78], [0.30, 0.01, 0.02], [-0.38, -0.46, -0.09], [-0.24, -0.46, -0.06], [0.16, -0.01, 1.02], [0.02, 0.31, 0.90], [0.59, 0.00, -0.33], [0.17, 0.50, -0.62], [-0.47, 0.52, 0.85], [0.36, -0.31, 0.40], [-0.25, -0.24, -1.09], [0.98, 0.59, -0.26], [-0.60, 0.28, -1.17], [0.82, -1.20, 2.46], [-0.98, 0.68, -2.29], [2.15, 2.53, 1.31], [-2.51, -2.54, -0.39], [0.70, -0.04, -0.45], [0.34, -0.09, 0.04], [-0.63, -0.30, 0.27], [0.06, 0.19, -0.13], [-0.38, -0.46, -0.40], [0.01, 0.19, 0.20], [1.12, -0.43, -0.17], [0.13, 0.30, 0.15], [0.51, 0.35, 0.40], [-0.05, -0.49, -0.38], [-0.55, 0.45, 0.77], [-0.32, 0.23, -0.22], [0.41, -0.64, -0.95], [0.88, 0.44, 0.52], [0.59, -1.42, 0.04], [-2.19, 0.36, -0.68], [0.06, -0.11, 0.53], [0.36, 0.71, 0.34], [-0.23, 0.15, -0.45], [-0.47, -0.42, 0.08], [0.06, 0.04, 0.35], [0.17, 0.16, 0.00], [-0.93, -0.57, -0.47], [0.77, 0.93, 1.11], [0.10, 0.41, -0.19], [0.19, -0.15, 0.30], [0.65, 0.20, -0.31], [0.08, -0.37, 0.13], [-0.58, 0.31, -0.40], [0.11, 0.06, 1.33], [0.37, 0.64, -3.67], [0.39, 1.65, 1.95], [-1.58, -0.32, -2.28], [1.46, 0.90, 1.74], [0.30, 0.03, 1.35], [0.08, -0.71, -0.31], [0.18, -0.10, 0.36], [-0.74, -0.55, -0.38], [0.50, -0.07, -0.60], [0.71, -0.37, 0.70], [-0.23, -0.30, -0.57], [-0.05, 0.30, -0.28], [0.01, -0.83, 0.93], [-0.12, -0.41, -0.96], [-0.40, 0.27, 0.91], [-0.85, -0.27, -0.25], [-0.40, 0.28, -0.13], [0.33, 0.12, 0.41], [0.00, -0.31, -0.35]], "lowdin_spin": [0.002, 0.003, 0.001, 0.002, 0.001, 0.000, 0.000, 0.002, 0.002, 0.002, 0.002, 0.000, 0.001, 0.004, 0.000, 0.000, 0.000, 0.000, 0.000, 0.000, 0.000, 0.000, 0.000, 0.000, 0.034, 0.009, 0.031, 0.034, 0.005, 0.057, 0.007, 0.092, 0.000, 0.000, 0.000, 0.000, 0.000, 0.000, 0.000, 0.000, 0.000, 0.000, 0.000, 0.000, 0.000, 0.000, 0.000, 0.000, 0.000, 0.000, 0.000, 0.000, 0.002, 0.003, 0.000, 0.000, 0.000, 0.000, 0.000, 0.000, 0.000, 0.000, 0.001, 0.001, 0.000, 0.000, 0.002, 0.001, 0.011, 0.005, 0.014, 0.004, 0.002, 0.001, 0.000, 0.000, 0.013, 0.003, 0.002, 0.010, 0.004, 0.000, 0.001, 0.008, 0.003, 0.020, 0.015, 0.079, 0.002, 0.001, 0.001, 0.005, 0.000, 0.020, 0.004, 0.026, 0.048, 0.020, 0.000, 0.004, 0.046, 0.013, 0.033, 0.004, 0.014, 0.010, 0.012, 0.043, 0.002, 0.001, 0.021, 0.006, 0.001, 0.005, 0.002, 0.013, 0.002, 0.079, 0.056, 0.006]}